Density functional theory data (ωB97M-V with the def2-TZVPD basis set) for C4H9NO in the gas phase.

Structure (XYZ):
```
15
Properties=species:S:1:pos:R:3
C 0.71 -1.88 0.26
N -0.28 -0.84 0.13
C 0.09 0.34 -0.13
C 1.48 0.86 -0.39
O -0.81 1.35 -0.18
C -2.15 0.99 0.13
H 1.33 -2.01 -0.64
H 1.39 -1.70 1.11
H 0.20 -2.83 0.45
H 2.08 0.14 -0.96
H 1.43 1.81 -0.94
H 1.99 1.05 0.56
H -2.59 0.40 -0.68
H -2.69 1.93 0.24
H -2.19 0.40 1.04
```

* largest force on an atom: 0.008 Eh/bohr
* charge: 0
* HOMO-LUMO gap: 10.538 eV
* LUMO energy: 0.0386 Eh
* ΔE to the lowest compared entry with this formula, charge and spin: 30.5 kcal per mole

Results of the Löwdin charge analysis, in e, for atoms 1 through 6:
1 C -0.138
2 N 0.028
3 C -0.459
4 C 0.004
5 O -0.085
6 C -0.084

***

Density functional theory data (ωB97M-V with the def2-TZVPD basis set) for a molecular structure, C22H34BaN8O4S.

Structure (XYZ):
```
70
Properties=species:S:1:pos:R:3
Ba 1.26 -0.39 -0.82
N 3.48 3.96 -0.50
C 3.26 2.61 -0.49
S 2.71 1.93 -2.01
N 3.45 2.03 0.66
N 3.45 0.66 0.67
C 2.90 0.11 1.69
C 2.07 0.78 2.72
C 2.62 1.31 3.87
C 1.82 1.94 4.82
C 0.46 2.04 4.58
C -0.10 1.52 3.42
C 0.68 0.86 2.47
O 0.15 0.34 1.35
H 3.04 4.48 -1.24
H 3.57 4.40 0.40
H 2.97 -0.98 1.72
H 3.69 1.24 4.02
H 2.25 2.36 5.72
H -0.19 2.54 5.30
H -1.16 1.63 3.25
N -3.56 -2.29 -0.75
C -4.69 -1.63 -0.08
C -4.62 -0.13 -0.35
C -3.50 0.56 0.43
N -2.18 0.09 -0.10
C -3.62 0.27 1.92
C -3.63 -1.21 2.25
N -2.30 -1.79 2.01
C -4.70 -1.93 1.42
H -3.71 -2.31 -1.75
H -3.45 -3.25 -0.43
H -2.22 -0.94 -0.11
H -5.65 -1.99 -0.48
H -5.56 0.34 -0.05
H -4.50 0.06 -1.42
H -3.53 1.63 0.26
H -1.38 0.37 0.52
H -2.08 0.42 -1.09
H -4.55 0.72 2.26
H -2.81 0.77 2.46
H -3.92 -1.31 3.31
H -2.23 -2.71 2.43
H -1.57 -1.22 2.41
H -5.68 -1.63 1.82
H -4.63 -3.01 1.58
C -0.09 2.05 -5.18
C -1.51 1.57 -5.44
C -1.80 0.13 -4.98
C -3.25 -0.24 -5.29
C -3.63 -1.65 -4.84
C -0.88 -0.79 -5.77
O -0.99 -0.95 -6.96
N 0.12 -1.42 -5.06
C 0.31 -1.32 -3.69
O 1.28 -1.90 -3.19
N -0.55 -0.61 -2.92
C -1.57 0.07 -3.47
O -2.36 0.70 -2.75
H 0.04 3.07 -5.53
H 0.65 1.43 -5.70
H 0.16 2.04 -4.11
H -1.73 1.61 -6.51
H -2.23 2.22 -4.93
H -3.39 -0.14 -6.36
H -3.89 0.50 -4.79
H -3.03 -2.40 -5.34
H -4.68 -1.86 -5.06
H -3.49 -1.77 -3.76
H 0.78 -1.98 -5.57
```

* largest force on an atom: 0.009 Eh/bohr
* charge: 0
* HOMO-LUMO gap: 7.424 eV
* LUMO energy: -0.0033 Eh

Results of the Löwdin charge analysis, in e, for atoms 1 through 6:
1 Ba 1.804
2 N 0.041
3 C -0.928
4 S 0.337
5 N -0.025
6 N -0.125

***

Density functional theory data (ωB97M-V with the def2-TZVPD basis set) for a molecular structure, C24H42BrClCuN6O4 at a distorted geometry.

Structure (XYZ):
```
79
Properties=species:S:1:pos:R:3
Cu 0.21 -0.11 -0.82
Br 1.51 -1.02 -3.22
Cl 0.52 3.27 1.06
O -0.06 2.02 0.59
O 1.62 3.16 1.94
O 0.90 3.84 -0.20
O -0.54 3.97 1.67
C 0.70 3.00 -3.56
C 0.94 3.37 -5.08
C 0.51 2.10 -6.02
C -0.84 2.03 -6.57
N -1.85 2.00 -7.05
H 0.87 3.88 -2.94
H 1.39 2.18 -3.33
H -0.26 2.57 -3.27
H 1.94 3.73 -5.34
H 0.44 4.33 -5.23
H 0.80 1.16 -5.54
H 1.15 1.93 -6.88
C -3.62 -3.00 -0.51
C -3.41 -3.17 -2.05
C -4.76 -3.71 -2.73
C -5.37 -4.85 -2.03
N -5.87 -5.74 -1.43
H -4.64 -2.65 -0.32
H -3.05 -2.12 -0.24
H -3.46 -3.93 0.03
H -2.48 -3.63 -2.36
H -3.30 -2.22 -2.58
H -4.55 -4.17 -3.70
H -5.56 -2.96 -2.75
C -5.41 1.79 2.54
C -4.61 0.96 1.54
C -3.45 1.78 0.80
C -2.86 0.95 -0.33
N -2.58 0.22 -1.24
H -6.18 1.16 2.99
H -5.69 2.63 1.92
H -4.61 2.06 3.23
H -5.40 0.48 0.98
H -4.10 0.15 2.05
H -2.68 1.86 1.57
H -3.71 2.80 0.53
C -0.67 0.55 3.82
C -0.29 -0.91 3.96
C -1.16 -2.00 3.25
C -1.04 -1.86 1.79
N -1.01 -1.71 0.65
H -1.21 0.64 2.88
H 0.14 1.28 3.79
H -1.39 0.93 4.54
H -0.23 -1.25 5.00
H 0.66 -1.17 3.50
H -2.22 -2.07 3.50
H -0.78 -3.00 3.49
C 3.17 -3.84 2.43
C 2.43 -4.35 1.19
C 2.57 -3.46 -0.06
C 2.41 -2.01 0.24
N 2.26 -0.88 0.43
H 3.34 -4.63 3.16
H 2.60 -3.03 2.90
H 4.14 -3.50 2.08
H 1.37 -4.49 1.42
H 2.66 -5.39 0.92
H 1.78 -3.61 -0.80
H 3.52 -3.73 -0.53
C 6.95 3.09 0.98
C 5.81 2.39 1.71
C 4.52 2.52 0.85
C 4.82 2.07 -0.57
N 5.03 1.73 -1.66
H 6.60 4.02 0.52
H 7.53 2.52 0.26
H 7.60 3.44 1.78
H 5.60 2.82 2.68
H 6.03 1.33 1.86
H 4.19 3.56 0.83
H 3.62 1.93 1.07
```

* largest force on an atom: 0.109 Eh/bohr
* charge: -1
* HOMO-LUMO gap: 7.424 eV
* LUMO energy: 0.0739 Eh
* ΔE to the lowest compared entry with this formula, charge and spin: 13.7 kcal per mole

Results of the Löwdin charge analysis, in e, for atoms 1 through 6:
1 Cu 0.112
2 Br -0.353
3 Cl 0.604
4 O -0.427
5 O -0.338
6 O -0.358

***

Density functional theory data (ωB97M-V with the def2-TZVPD basis set) for C17H22Br2N2O4 in the gas phase at a distorted geometry.

Structure (XYZ):
```
47
Properties=species:S:1:pos:R:3
C -2.73 -2.16 3.97
C -1.83 -2.30 2.75
Br -1.56 -3.98 1.89
C -1.23 -1.24 2.27
Br -1.51 0.50 3.09
C -0.31 -1.23 1.10
C -0.78 -0.97 -0.10
C -2.22 -0.69 -0.46
C -2.84 -2.04 -0.99
C -3.83 -1.86 -2.14
O -4.84 -2.44 -2.12
O -3.56 -1.08 -3.23
C 0.22 -0.98 -1.23
O -0.04 -1.36 -2.32
C 1.62 -0.49 -0.89
C 2.30 0.28 -1.98
C 1.66 1.73 -2.03
C 1.27 2.26 -0.62
C 1.10 3.79 -0.61
N -0.04 4.25 -1.42
C 2.10 -0.77 0.31
C 3.49 -0.39 0.75
N 3.52 0.74 1.72
C 1.18 -1.52 1.24
O 1.55 -2.30 2.05
H -3.08 -3.14 4.32
H -2.19 -1.67 4.78
H -3.59 -1.53 3.73
H -2.82 -0.37 0.40
H -2.26 0.09 -1.23
H -3.34 -2.60 -0.20
H -2.02 -2.65 -1.38
H -3.25 -0.20 -2.97
H 2.11 -0.16 -2.96
H 3.39 0.35 -1.87
H 2.29 2.44 -2.57
H 0.70 1.60 -2.57
H 0.33 1.84 -0.25
H 2.12 2.05 0.04
H 2.06 4.30 -0.84
H 0.87 4.05 0.43
H -0.49 5.01 -0.92
H 0.32 4.63 -2.29
H 4.17 -0.20 -0.08
H 3.91 -1.27 1.26
H 3.72 0.39 2.66
H 4.36 1.27 1.50
```

* largest force on an atom: 0.055 Eh/bohr
* charge: 0
* HOMO-LUMO gap: 8.697 eV
* LUMO energy: -0.0261 Eh

Results of the Löwdin charge analysis, in e, for atoms 1 through 6:
1 C -0.153
2 C -0.711
3 Br 0.818
4 C -0.658
5 Br 0.786
6 C -0.196